{"formula": "C25H27AlN6S2", "method": "ωB97M-V with the def2-TZVPD basis set", "species": ["S", "S", "Al", "N", "N", "N", "N", "N", "N", "C", "C", "C", "C", "C", "C", "C", "C", "C", "C", "C", "C", "C", "C", "C", "C", "C", "C", "C", "C", "C", "C", "C", "C", "C", "H", "H", "H", "H", "H", "H", "H", "H", "H", "H", "H", "H", "H", "H", "H", "H", "H", "H", "H", "H", "H", "H", "H", "H", "H", "H", "H"], "xyz": [[1.21395, -1.96564, 2.75883], [5.17017, -2.13706, -0.19856], [0.82520, -1.10989, 0.60215], [2.79333, -3.40969, -0.21692], [-0.90772, -3.34730, 1.75866], [0.42072, -1.21606, -1.22623], [-0.19193, -3.94095, 3.84886], [-0.63063, -2.51537, 0.70089], [2.84097, -1.12845, 0.30662], [3.43103, 1.23081, 0.75844], [-4.68529, 2.04349, 0.72366], [3.43396, -2.24891, -0.02900], [-2.38189, 2.06900, -0.05211], [-2.79909, 2.84466, -1.13007], [-0.08613, -3.15451, 2.73845], [-0.01242, 2.15533, -0.99256], [-3.35416, 1.69042, 0.87724], [6.10051, 0.49557, 0.27384], [3.74615, -0.08211, 0.43462], [-4.13220, 3.20141, -1.28951], [-0.02850, -0.97974, -3.56520], [0.78637, -1.27501, -2.52171], [4.44732, 2.16586, 0.82794], [-1.81838, -0.43438, -2.01891], [-0.91473, 1.67141, 0.14836], [-0.97236, -0.86525, -0.86094], [-1.53674, -2.04100, -0.07250], [-2.96851, -2.42963, -0.06185], [-0.43637, 2.37520, 1.43374], [5.07823, -0.43484, 0.19823], [-5.08535, 2.79980, -0.36928], [5.77126, 1.80375, 0.58883], [-0.76713, 0.15241, 0.36890], [-1.36747, -0.52539, -3.27794], [-3.18339, -2.98834, -0.97643], [-0.97437, 2.01242, 2.31054], [-1.04949, -4.46143, 3.94049], [-5.40969, 1.72789, 1.46450], [-6.12484, 3.07384, -0.49596], [3.27788, -4.21882, -0.55504], [1.78373, -3.41363, -0.18110], [0.32962, -1.03138, -4.58243], [-3.18847, -3.05581, 0.79894], [2.39680, 1.48841, 0.94795], [0.22338, -3.58617, 4.69120], [-4.42471, 3.80060, -2.14342], [1.82244, -1.56379, -2.68622], [-3.60851, -1.54606, -0.06009], [-2.80337, -0.04689, -1.79310], [6.55166, 2.55029, 0.64544], [0.62815, 2.19631, 1.58958], [-2.00077, -0.21814, -4.10257], [-0.59859, 3.45298, 1.35490], [-0.32573, 1.76123, -1.95491], [-2.08418, 3.17013, -1.87403], [7.12639, 0.20546, 0.08946], [1.00580, 1.80501, -0.80799], [0.00691, 3.24708, -1.04018], [-1.48993, -0.12131, 1.14348], [4.20786, 3.19385, 1.06478], [-3.07673, 1.10832, 1.74723]], "forces_ev_per_a": [[0.1, -0.1, 0.1], [-0.1, 0.1, 0.0], [-0.1, 0.2, 0.2], [0.0, 0.3, 0.1], [-0.2, -0.4, 0.1], [0.0, 0.2, -0.3], [0.0, 0.0, 0.0], [0.1, 0.4, 0.0], [-0.2, -0.2, 0.0], [-0.1, -0.2, 0.0], [0.0, 0.0, 0.0], [0.3, 0.1, 0.0], [0.0, 0.0, -0.1], [0.0, 0.0, 0.0], [0.2, 0.3, -0.1], [0.0, -0.1, 0.2], [0.0, 0.0, 0.0], [0.1, 0.0, 0.0], [0.4, 0.1, 0.0], [0.0, 0.1, 0.0], [0.0, 0.0, -0.2], [0.0, 0.0, 0.2], [0.0, 0.0, 0.0], [-0.1, 0.0, 0.0], [0.3, -0.1, 0.0], [-0.2, 0.3, -0.1], [0.0, -0.5, 0.2], [0.0, -0.1, 0.0], [-0.1, 0.0, 0.0], [-0.2, -0.1, 0.0], [0.0, 0.0, 0.0], [0.0, 0.0, 0.0], [0.0, -0.1, 0.0], [0.1, 0.0, 0.1], [0.0, 0.1, 0.0], [0.0, 0.0, 0.0], [0.0, 0.0, 0.0], [0.0, 0.0, 0.0], [0.0, 0.0, 0.0], [0.0, -0.1, 0.0], [0.0, -0.2, -0.1], [0.0, 0.0, 0.0], [0.0, 0.0, 0.0], [0.1, 0.1, 0.0], [0.0, 0.0, 0.0], [0.0, 0.0, 0.0], [0.0, 0.0, 0.0], [0.0, 0.0, 0.0], [0.0, 0.0, -0.1], [0.0, 0.0, 0.0], [0.0, 0.0, 0.1], [0.0, 0.0, 0.0], [0.0, 0.0, 0.0], [0.0, 0.0, -0.1], [0.0, 0.0, 0.0], [0.0, 0.0, 0.0], [0.0, 0.0, -0.1], [0.0, 0.0, 0.0], [0.1, 0.1, 0.2], [0.0, 0.0, 0.0], [0.0, 0.0, 0.0]], "gap_ev": 6.59, "total_energy_ev": -63573.968, "total_charge": 0, "relative_energy_ev": 0.000, "homo_energy_ev": -6.383}

---

{"formula": "C25H27IN6O3STi", "method": "ωB97M-V with the def2-TZVPD basis set", "species": ["I", "Ti", "S", "O", "O", "O", "N", "N", "N", "N", "N", "N", "C", "C", "C", "C", "C", "C", "C", "C", "C", "C", "C", "C", "C", "C", "C", "C", "C", "C", "C", "C", "C", "C", "C", "C", "C", "H", "H", "H", "H", "H", "H", "H", "H", "H", "H", "H", "H", "H", "H", "H", "H", "H", "H", "H", "H", "H", "H", "H", "H", "H", "H", "H"], "xyz": [[2.57587, -2.36614, 3.47544], [1.40821, -0.55020, 1.51555], [-0.78593, -1.28617, 2.24215], [1.70310, -1.83757, 0.26423], [0.41198, 2.63947, 1.39225], [0.73592, 0.71845, 0.32069], [1.19646, 0.48239, 3.33787], [-1.94117, -0.44079, 4.45709], [0.74693, -3.91497, 0.11592], [0.12477, 0.42884, 4.15406], [-1.08085, 0.31132, -1.70717], [3.22710, 0.42605, 1.70307], [-1.24532, -1.90123, -2.67847], [-0.81972, -0.35778, 3.71219], [-2.36480, 2.33720, 1.12354], [-3.20099, -0.34258, -6.16386], [-2.26840, -2.24099, -4.81653], [5.33499, 1.16576, 0.91867], [-1.50851, -0.53479, -2.77088], [2.20635, 1.17639, 3.71915], [3.09513, -3.58611, -0.33594], [-0.04195, 1.75213, 0.70885], [-2.52239, -0.87966, -4.93173], [4.18840, 0.41762, 0.77946], [-2.12060, -0.00408, -3.91403], [2.27475, 1.88414, 5.02261], [1.90241, -3.14802, 0.03391], [-3.72699, 2.28742, 0.90761], [5.47316, 1.95413, 2.04793], [-2.31782, 1.47850, -4.08460], [-3.33369, 0.87929, -1.01102], [-1.46656, 1.66561, 0.29419], [-4.19972, 1.54332, -0.16414], [3.33964, 1.19737, 2.79837], [-1.61573, -2.75122, -3.70487], [-1.94533, 0.92723, -0.81608], [4.46892, 1.97714, 2.99671], [-1.90611, 1.80928, -5.04129], [-1.82828, 2.03796, -3.29268], [2.54124, 2.93236, 4.87985], [-2.60418, -1.16697, 4.26034], [1.31636, 1.82246, 5.52616], [-2.53362, 0.31192, -6.73248], [3.25095, -4.63627, -0.54854], [4.01872, -0.22255, -0.07310], [-4.08469, 0.24867, -5.90972], [-0.74391, -2.29157, -1.79807], [0.91502, -4.90203, 0.21157], [-3.51271, -1.15460, -6.81990], [6.36404, 2.55310, 2.18805], [-5.26725, 1.47034, -0.34362], [0.09778, -3.57590, 0.80816], [3.92973, -2.90625, -0.39712], [-1.95376, 2.89164, 1.95700], [-0.19494, 0.05901, -1.29919], [-1.90908, -0.05418, 5.38670], [-4.40980, 2.80894, 1.56643], [-3.37827, 1.74825, -4.08246], [-3.72875, 0.29273, -1.82827], [-2.57768, -2.90612, -5.61632], [3.03834, 1.41449, 5.64873], [-1.40450, -3.81058, -3.62983], [6.09887, 1.13038, 0.15492], [4.55891, 2.58801, 3.88248]], "forces_ev_per_a": [[0.0, 0.1, -0.3], [-0.4, -2.2, -1.1], [0.2, 0.3, 0.0], [-0.5, 0.7, 0.8], [-0.1, 0.0, -0.1], [0.1, 0.1, 0.3], [0.0, 0.3, 0.1], [0.0, 0.0, 0.1], [-0.2, 0.3, -0.1], [-0.4, -0.1, 0.2], [0.0, -0.1, 0.0], [0.2, 0.5, 0.2], [0.0, 0.1, 0.0], [-0.1, 0.0, 0.0], [0.0, 0.0, 0.0], [0.0, 0.0, 0.0], [0.0, 0.0, 0.0], [0.1, 0.0, -0.1], [0.0, 0.0, 0.0], [0.1, 0.3, 0.2], [0.5, -0.4, -0.1], [0.0, 0.2, -0.1], [0.0, 0.0, 0.0], [-0.1, -0.2, 0.1], [0.1, 0.0, 0.1], [0.0, 0.1, 0.1], [0.0, -0.2, -0.3], [0.0, 0.1, 0.1], [0.1, 0.1, 0.1], [0.0, 0.0, 0.0], [0.1, 0.0, 0.0], [0.0, 0.0, -0.1], [-0.1, 0.0, -0.1], [0.2, 0.2, -0.1], [0.0, 0.0, 0.0], [0.0, 0.1, 0.0], [0.0, 0.0, 0.1], [0.0, 0.0, 0.0], [0.0, 0.0, 0.0], [0.0, 0.0, 0.0], [0.0, 0.0, 0.0], [0.0, 0.0, 0.0], [0.0, 0.0, 0.0], [0.0, 0.1, 0.0], [0.0, 0.0, -0.1], [0.0, 0.0, 0.0], [0.0, 0.0, 0.0], [0.1, -0.1, 0.0], [0.0, 0.0, 0.0], [0.0, 0.0, 0.0], [0.1, 0.0, 0.0], [-0.1, 0.0, 0.2], [0.0, 0.0, -0.1], [0.0, 0.0, 0.0], [0.1, 0.0, 0.0], [0.0, 0.0, -0.1], [0.0, 0.0, 0.0], [0.0, 0.0, 0.0], [0.0, 0.0, 0.0], [0.0, 0.0, 0.0], [0.0, 0.0, 0.0], [0.0, 0.0, 0.0], [0.0, 0.0, 0.0], [0.0, 0.0, 0.0]], "gap_ev": 6.53, "total_energy_ev": -83503.092, "total_charge": 0, "relative_energy_ev": 0.000, "homo_energy_ev": -7.698}

---

{"formula": "C25H27MgN4O9PS", "method": "ωB97M-V with the def2-TZVPD basis set", "species": ["S", "P", "Mg", "O", "O", "O", "O", "O", "O", "O", "O", "O", "N", "N", "N", "N", "C", "C", "C", "C", "C", "C", "C", "C", "C", "C", "C", "C", "C", "C", "C", "C", "C", "C", "C", "C", "C", "C", "C", "C", "C", "H", "H", "H", "H", "H", "H", "H", "H", "H", "H", "H", "H", "H", "H", "H", "H", "H", "H", "H", "H", "H", "H", "H", "H", "H", "H", "H"], "xyz": [[2.68061, -3.32459, 6.50538], [0.32703, -1.26624, -1.90109], [-0.40809, -0.29088, 0.26870], [1.66937, -2.20706, -2.07861], [-1.78520, -0.33694, 1.74766], [-1.95380, -0.24228, -1.08876], [0.58770, -0.05200, -2.92922], [-0.55028, 1.65260, 0.17611], [-3.05524, 0.90354, -3.70693], [-0.56180, -2.31854, -2.71403], [-1.83942, 3.57319, -3.89720], [-1.14224, 4.36760, -1.12459], [2.11173, -4.04054, 5.16570], [2.49409, -1.78873, 6.02855], [0.23690, -2.23676, 1.05956], [0.98004, 0.17749, 1.86306], [1.78888, 1.70132, 3.51292], [1.71864, -0.63091, 4.00203], [-2.84472, -2.20773, -3.55260], [1.75757, -3.10213, 4.29838], [1.02579, -1.10216, -5.13271], [3.81568, -2.66575, -2.97439], [1.29330, 1.39685, 2.24192], [-0.03263, -3.42091, 0.56047], [-1.90634, 0.94405, -1.57220], [-3.44564, -0.98921, 3.37891], [1.99133, 0.67775, 4.41235], [1.98868, -1.78446, 4.80297], [0.87904, -4.55247, 2.45633], [-1.37195, 3.24210, -1.53400], [-1.90307, -2.72961, -2.47869], [2.97212, -1.67292, -2.18309], [0.84809, -2.15293, 2.24325], [-1.21528, 1.95191, -0.87402], [-2.40442, 1.46288, -2.83136], [0.27745, -4.61199, 1.21751], [-1.89886, 2.88077, -2.90560], [0.26709, -0.06040, -4.32740], [1.18079, -0.83353, 2.71113], [1.17334, -3.30137, 3.00356], [-2.88612, -1.19594, 1.97637], [2.09983, -0.94736, -5.07016], [-0.50952, -3.42660, -0.40515], [2.94087, -0.70707, -2.69839], [-2.46311, -2.46281, -4.53765], [0.51633, 0.94942, -4.66579], [0.78500, -2.09514, -4.76449], [3.92830, -3.58757, -2.41149], [-1.88340, -3.82723, -2.50277], [1.13068, -5.43946, 3.01740], [-2.63764, -1.05975, 4.10476], [0.72129, -1.02432, -6.17275], [3.38611, -1.51827, -1.17557], [-4.18294, -1.75118, 3.60639], [4.79468, -2.25176, -3.19668], [-2.24021, -2.38375, -1.49886], [3.31908, -2.90236, -3.91153], [-3.65893, -1.04497, 1.21129], [-0.80643, -0.22303, -4.45255], [0.03554, -5.55788, 0.75837], [-2.95807, -1.12823, -3.48253], [-3.82580, -2.65854, -3.41876], [2.36460, 0.84540, 5.40986], [-2.08954, 0.57862, 1.79774], [2.00253, 2.72661, 3.76791], [-2.49713, -2.21247, 1.87734], [-3.91461, -0.01207, 3.47536], [1.11645, 2.16302, 1.50279]], "forces_ev_per_a": [[-0.5, 0.4, -1.1], [1.3, -0.4, -1.6], [-0.3, 0.0, 0.1], [-0.5, 0.1, 0.1], [-0.1, 0.4, 0.5], [-0.2, -0.7, -0.1], [-0.1, -0.4, 0.6], [0.3, 0.6, 0.6], [0.3, 0.2, 0.4], [0.0, 0.2, 0.1], [-0.2, -0.3, 0.4], [0.1, -0.6, -0.1], [-0.1, -0.4, -0.1], [0.1, 0.3, 0.1], [0.0, 0.2, 0.2], [0.2, -0.3, 0.1], [0.0, -0.2, 0.1], [-0.3, 0.5, -0.8], [0.3, 0.0, 0.4], [0.5, 0.2, 1.1], [-0.1, 0.2, 0.4], [-0.3, 0.2, 0.2], [0.2, 0.6, 0.1], [0.0, -0.6, 0.0], [-0.1, 1.1, 0.1], [0.3, 0.0, -0.3], [-0.1, 0.0, -0.3], [0.2, -0.9, 0.6], [0.0, 0.2, -0.1], [0.0, 0.8, 0.1], [-0.8, -0.3, -0.1], [0.5, 0.1, -0.1], [0.2, -1.3, 0.5], [-0.3, -0.1, -0.7], [-0.5, -0.3, -0.6], [0.0, 0.0, 0.1], [0.1, 0.6, -0.6], [-0.1, 0.1, -0.6], [0.7, 0.7, 1.2], [-0.4, 0.3, -0.8], [-0.7, -0.5, 0.3], [0.1, 0.0, 0.0], [-0.1, -0.1, -0.2], [0.0, -0.1, 0.1], [0.0, -0.1, -0.2], [-0.2, -0.1, 0.0], [0.0, -0.1, -0.1], [0.1, -0.1, 0.0], [0.1, 0.1, 0.1], [0.0, -0.1, 0.0], [0.0, 0.0, 0.1], [0.0, 0.0, -0.1], [0.0, 0.0, -0.2], [-0.2, -0.1, 0.0], [0.2, 0.0, 0.0], [0.0, -0.1, -0.1], [-0.1, 0.0, -0.1], [0.2, 0.0, 0.1], [0.1, 0.1, 0.1], [0.0, 0.0, 0.0], [0.0, 0.0, 0.0], [-0.1, -0.1, 0.0], [0.1, 0.1, 0.1], [0.1, 0.1, -0.1], [0.0, 0.1, 0.0], [0.0, 0.1, -0.1], [-0.1, 0.1, 0.0], [-0.1, 0.1, 0.0]], "gap_ev": 5.39, "total_energy_ev": -76324.583, "total_charge": 0, "relative_energy_ev": 0.957, "homo_energy_ev": -6.905}

---

{"formula": "C25H27N3O3", "method": "ωB97M-V with the def2-TZVPD basis set", "species": ["O", "O", "O", "N", "N", "N", "C", "C", "C", "C", "C", "C", "C", "C", "C", "C", "C", "C", "C", "C", "C", "C", "C", "C", "C", "C", "C", "C", "C", "C", "C", "H", "H", "H", "H", "H", "H", "H", "H", "H", "H", "H", "H", "H", "H", "H", "H", "H", "H", "H", "H", "H", "H", "H", "H", "H", "H", "H"], "xyz": [[6.52143, 1.92689, -3.93642], [6.56716, -0.26166, -3.92952], [0.56282, 0.59357, -2.19194], [5.94031, 0.82287, -3.83338], [-5.78125, 2.14586, -2.23302], [2.10604, -3.39281, 5.10903], [2.57685, 1.92865, -2.59496], [1.84919, -2.43554, 4.10560], [-3.41825, 1.85773, -2.98251], [-1.59175, 1.43974, -1.40538], [1.94581, 0.67363, -2.38564], [1.40488, -0.79326, 1.84540], [-2.06279, 1.60973, -2.71424], [0.53038, -2.14542, 3.66415], [4.51749, 0.80074, -3.56120], [-3.94083, 1.66834, -0.65404], [2.71616, -1.06060, 2.30492], [-6.39344, 3.45814, -2.10936], [3.79755, 1.98605, -3.27940], [0.30561, -1.36203, 2.54013], [3.90559, -0.44644, -3.33944], [2.93494, -1.82870, 3.42807], [0.10987, 0.47093, 0.16809], [2.66728, -0.51151, -2.70974], [-4.41807, 1.89899, -1.96794], [-2.59196, 1.43739, -0.39184], [-6.77200, 1.08971, -2.35879], [2.06627, -4.82226, 4.83711], [-0.06621, 1.24373, -1.11489], [2.09261, -3.06894, 6.52199], [1.28675, -0.00097, 0.64114], [2.95858, -3.54740, 7.00501], [2.91864, -5.31601, 5.32699], [2.04688, 2.85368, -2.34925], [3.56104, -0.61705, 1.77113], [2.22268, -1.49248, -2.53503], [2.12886, -4.99736, 3.75884], [-5.61865, 4.22207, -1.96814], [-1.37667, 1.58546, -3.55636], [0.31339, 2.28616, -0.94818], [-0.72902, -1.17237, 2.21427], [-7.08014, 3.49607, -1.23989], [-0.84621, 0.18426, 0.59461], [-2.34076, 1.27008, 0.65914], [-7.37502, 1.22602, -3.27849], [2.21590, 0.17591, 0.08746], [-4.67624, 1.67016, 0.15343], [1.17139, -3.43200, 7.01063], [-3.77634, 2.02321, -4.00005], [3.94065, -1.99964, 3.81826], [-0.29131, -2.57611, 4.24321], [2.15995, -1.98245, 6.63897], [4.23186, 2.94940, -3.53742], [-6.97902, 3.70864, -3.01512], [-6.26245, 0.11892, -2.40377], [1.14299, -5.29275, 5.21410], [4.42777, -1.35334, -3.65039], [-7.45716, 1.08633, -1.48600]], "forces_ev_per_a": [[-1.5, -1.8, 0.2], [-1.7, 2.0, 0.2], [1.4, -0.5, -0.4], [2.8, 0.2, -1.0], [-0.7, 0.2, -0.7], [0.4, -0.4, 0.6], [-0.3, -0.6, -0.7], [-0.2, 0.4, -1.0], [-1.0, 0.0, 0.5], [-0.6, -0.5, -0.1], [0.1, 0.2, -1.0], [0.4, -1.2, 0.9], [-0.3, 0.4, 0.1], [0.8, -0.3, 0.4], [-1.4, -0.2, 0.8], [-0.4, 0.1, -0.8], [-0.7, 0.5, -0.2], [0.4, 0.0, 0.2], [0.5, -0.4, 0.8], [0.3, 0.5, -0.1], [0.4, 0.5, 0.4], [-0.5, -0.6, 0.8], [0.9, -0.7, -0.1], [-0.8, 0.5, -0.2], [1.8, -0.3, 0.5], [0.6, 0.1, 0.0], [0.4, -0.1, 0.2], [-0.1, 0.5, -0.2], [-1.1, 1.2, 1.2], [-0.1, 0.1, -0.4], [-1.5, 0.9, -1.0], [-0.2, 0.2, 0.1], [-0.1, 0.0, -0.1], [0.2, -0.4, -0.2], [-0.3, -0.1, 0.1], [-0.1, 0.4, -0.1], [0.0, 0.0, 0.2], [-0.2, -0.2, -0.1], [0.0, 0.0, 0.2], [0.1, -0.7, -0.4], [0.6, -0.1, 0.1], [0.2, 0.1, -0.2], [0.5, 0.0, 0.5], [0.0, 0.2, -0.4], [0.2, -0.1, 0.4], [-0.3, 0.2, 0.3], [0.3, 0.0, -0.1], [0.2, 0.1, 0.1], [0.3, -0.1, 0.1], [-0.3, -0.1, -0.2], [0.2, 0.1, -0.4], [0.0, -0.2, 0.1], [0.0, -0.2, 0.2], [0.2, -0.1, 0.3], [-0.2, 0.2, 0.0], [0.1, 0.0, -0.1], [-0.1, 0.3, 0.3], [0.1, -0.1, -0.3]], "gap_ev": 7.39, "total_energy_ev": -36970.258, "total_charge": 0, "relative_energy_ev": 7.624, "homo_energy_ev": -8.214}

---

For each record above, in turn, the calculated molecular weight values are 502.6 666.4 614.9 417.5 g/mol.